(1)
DFT (the ωB97M-V functional and the def2-TZVPD basis) results for C17H24N6O5PtS2 as an isolated structure in a non-equilibrium geometry.

The total energy comes out at -2282.03475 a.u. Its LUMO energy is -8.398 eV. Its spin multiplicity is 1. Its total charge is +2.

Each line ends with the natural charge from an NBO analysis.
Element x y z (Å)
Pt 0.078460 1.081574 0.647837  0.83
O -2.422178 1.905578 1.069918  -0.72
C -3.007945 1.420167 2.267265  -0.08
C -2.451803 2.031097 3.540146  -0.26
N -0.999045 1.857344 3.766478  -0.16
C -0.270699 2.854326 4.100056  -0.04
C 0.786565 3.741520 2.422828  0.98
O 1.625048 4.303204 2.985241  -0.39
O 0.183446 3.397082 1.470549  -0.56
C -0.448558 0.511162 3.985756  -0.37
C 1.035111 0.471958 3.493827  0.76
O 1.906673 0.360245 4.309337  -0.54
O 1.210254 0.537643 2.197527  -0.73
H -2.361213 2.868355 1.109374  0.48
H -2.863944 0.340377 2.247489  0.20
H -4.082512 1.616479 2.268936  0.22
H -2.962190 1.564149 4.386963  0.27
H -2.664722 3.099957 3.569756  0.23
H 0.616934 2.623048 4.687986  0.28
H -0.789917 3.765512 4.392263  0.26
H -1.021167 -0.238354 3.445669  0.25
H -0.460457 0.300071 5.053446  0.27
N 2.194783 -1.010018 -0.566945  -0.74
C 1.131140 -1.753271 -0.338632  0.37
S -0.248223 -1.141694 0.552890  0.00
N 0.998583 -2.995545 -0.777746  -0.55
C 1.801860 -3.828700 -1.629770  0.19
C 1.128689 -4.896809 -2.209107  -0.25
C 1.787615 -5.747803 -3.077833  -0.17
C 3.129462 -5.544946 -3.366376  -0.19
C 3.807365 -4.502880 -2.759576  -0.17
C 3.153543 -3.643025 -1.885932  -0.28
H 2.256470 -0.105294 -0.127497  0.44
H 2.976238 -1.340761 -1.103919  0.43
H 0.112308 -3.416533 -0.537949  0.42
H 0.079337 -5.058556 -1.986923  0.22
H 1.251083 -6.570036 -3.530846  0.24
H 3.644021 -6.198920 -4.056361  0.24
H 4.862351 -4.359873 -2.949333  0.24
H 3.742099 -2.887300 -1.388710  0.20
C -2.485993 -0.721996 -2.543129  -0.60
C -2.655177 0.750692 -2.899242  -0.46
C -1.509450 1.598311 -2.449364  0.12
N -0.648250 1.289042 -1.531104  -0.33
N 0.286128 2.281389 -1.320745  -0.46
C 0.130248 3.345472 -2.051458  0.25
N 0.915395 4.431855 -2.007433  -0.77
S -1.197256 3.156561 -3.152958  0.44
H -3.367931 -1.275203 -2.860356  0.24
H -2.358917 -0.854008 -1.470177  0.21
H -1.618004 -1.145592 -3.050116  0.22
H -3.561656 1.144939 -2.430828  0.25
H -2.782765 0.873325 -3.975553  0.25
H 1.641167 4.501212 -1.315588  0.42
H 0.767599 5.213498 -2.620036  0.43

Atoms 1-2, force components in eV/Å:
Pt -0.08 -2.52 0.01
O -0.06 0.34 0.33



(2)
DFT (the ωB97M-V functional and the def2-TZVPD basis) results for C17H25AsInN12S as an isolated structure.

The total energy comes out at -4143.74041 a.u. Its LUMO energy is -2.619 eV. Its spin multiplicity is 1. Its total charge is +1.

Each line ends with the natural charge from an NBO analysis.
Element x y z (Å)
In -2.006215 -1.062837 0.083542  0.78
N -2.352412 3.203947 -0.766666  -0.58
C -1.498149 2.763847 -1.716400  0.46
N -0.876191 3.666940 -2.551816  -0.23
N -0.108444 2.988651 -3.311546  -0.02
N -0.281751 1.701306 -2.998722  -0.34
N -1.144218 1.522096 -1.967131  -0.32
C -2.822865 2.448225 0.299705  0.43
N -3.220799 3.000449 1.434969  -0.37
N -3.624465 1.959730 2.183628  -0.11
N -3.467941 0.857801 1.528010  -0.17
N -2.961946 1.133052 0.301692  -0.52
H -2.462534 4.203002 -0.691262  0.44
C -1.717311 3.015339 4.713744  -0.67
C -1.455241 1.681943 4.113251  0.37
C -1.974064 0.497311 4.554730  -0.33
C -1.767408 -0.647282 3.777991  0.37
N -1.018463 -0.633726 2.676751  -0.57
C -0.453469 0.516560 2.277939  0.29
S 0.470828 0.599600 0.860929  -0.35
N -0.684707 1.646670 3.001568  -0.54
C -2.434794 -1.932180 4.134674  -0.66
H -2.247796 2.913678 5.655839  0.25
H -2.339308 3.583209 4.016816  0.28
H -0.787676 3.560947 4.881664  0.24
H -2.600407 0.470283 5.433199  0.25
H -0.322062 2.511065 2.620563  0.44
H -2.224422 -2.199744 5.170658  0.25
H -2.104190 -2.731033 3.476477  0.24
H -3.515918 -1.811009 4.039989  0.26
N 0.780803 -2.953797 0.652750  -0.83
C 1.769170 -3.026557 -0.320828  0.26
C 1.687062 -3.985193 -1.335425  -0.30
C 2.618668 -4.009452 -2.360291  -0.19
C 3.655366 -3.082688 -2.400344  -0.28
C 3.752106 -2.144634 -1.379648  -0.21
C 2.820569 -2.106064 -0.352144  -0.31
H 0.973538 -2.370523 1.452192  0.40
H 0.346518 -3.830629 0.893404  0.39
H 0.882787 -4.711615 -1.316949  0.22
H 2.541256 -4.768439 -3.128285  0.23
H 4.398586 -3.123146 -3.185233  0.22
H 4.587232 -1.453370 -1.360766  0.22
H 2.913030 -1.380183 0.446967  0.23
C 1.550451 0.784310 -5.109644  -0.97
As 1.139291 0.575588 -3.263610  1.84
C 0.517597 -1.144891 -2.782111  -0.98
C 2.545181 1.215345 -2.150249  -0.97
H 2.466046 0.236900 -5.328014  0.27
H 1.686242 1.845100 -5.311714  0.28
H 0.726390 0.391537 -5.701155  0.27
H -0.392570 -1.369592 -3.333890  0.27
H 0.337020 -1.132345 -1.707663  0.28
H 1.305210 -1.866868 -3.006437  0.29
H 3.408906 0.567977 -2.290067  0.27
H 2.211450 1.177096 -1.113883  0.29
H 2.776437 2.238294 -2.441749  0.27

Atoms 1-2, force components in eV/Å:
In 0.02 0.07 -0.07
N 0.03 0.01 0.00



(3)
DFT (the ωB97M-V functional and the def2-TZVPD basis) results for C17H25BN3O3PtS as an isolated structure.

As for the expectation value of S²: 6.019. The total energy comes out at -1594.13764 a.u. Its LUMO energy (alpha / beta) is -7.889 / -11.186 eV. Its spin multiplicity is 5. Its total charge is +3.

Each line ends with the Mulliken spin population.
Element x y z (Å)
Pt -0.487485 -0.516363 -0.040014  1.20
C -4.391768 -2.431881 1.124085  0.01
C -3.009572 -2.357074 0.562474  0.01
O -2.342374 -1.312500 0.738082  0.13
N -2.544790 -3.409405 -0.108545  0.00
C -1.196582 -3.520810 -0.640808  0.03
C -0.997912 -2.816942 -1.962540  0.00
C -1.192969 -3.467035 -3.166547  0.01
C -0.984653 -2.781027 -4.354146  0.00
C -0.571679 -1.459249 -4.304055  0.01
C -0.393746 -0.867087 -3.070272  -0.01
N -0.607715 -1.530657 -1.926470  0.14
H -4.373877 -2.065710 2.148671  0.00
H -4.802270 -3.438439 1.100067  0.00
H -5.036059 -1.768904 0.545285  0.00
H -3.147157 -4.214953 -0.176332  0.00
H -0.979361 -4.579958 -0.762178  0.00
H -0.483538 -3.146360 0.103137  -0.01
H -1.495683 -4.505566 -3.173831  0.00
H -1.132770 -3.276129 -5.304417  0.00
H -0.384296 -0.891925 -5.204173  0.00
H -0.065876 0.159284 -2.975061  -0.01
S 9.346364 -4.549195 4.902535  0.05
C 9.869309 -3.074540 4.375855  0.30
C 8.826677 -2.387546 3.650849  0.35
N 7.676473 -3.053401 3.546430  -0.10
C 7.773142 -4.209895 4.147328  0.35
H 10.866523 -2.699405 4.564624  0.01
H 8.948209 -1.405202 3.214267  0.02
H 6.971605 -4.935848 4.201276  0.03
C -3.338765 4.011163 0.396311  0.02
C -2.063699 3.349806 0.748782  0.32
C -1.268552 3.847735 1.901591  0.04
O -2.007969 2.021809 0.523220  0.14
B -0.859974 1.481755 -0.045249  0.29
O -0.083500 2.442946 -0.681710  0.18
C -0.615362 3.667778 -0.913545  0.36
C 0.249503 4.818274 -0.572603  0.01
C -1.545004 3.760362 -2.071405  0.04
H -4.025610 3.860164 1.238446  0.02
H -3.800988 3.582585 -0.488449  0.00
H -3.208987 5.087330 0.286980  0.00
H -1.821559 3.556290 2.802939  0.02
H -1.189526 4.932239 1.900347  0.00
H -0.282413 3.389819 1.960098  0.00
H 0.850092 4.639098 0.314818  0.00
H -0.332744 5.733451 -0.470474  0.00
H 0.935936 4.972787 -1.414467  0.02
H -2.234022 2.918448 -2.121996  0.00
H -0.921200 3.739474 -2.973299  0.02
H -2.091828 4.700406 -2.075910  0.00

Atoms 1-2, force components in eV/Å:
Pt -0.15 0.04 -0.07
C 0.00 0.01 0.00



(4)
DFT (the ωB97M-V functional and the def2-TZVPD basis) results for a 2-piece molecular cluster, C17H25BNO overall in a non-equilibrium geometry.

The total energy comes out at -817.34054 a.u. Its LUMO energy is -5.310 eV. Its spin multiplicity is 1. Its total charge is +1.

Each line ends with the natural charge from an NBO analysis.
Element x y z (Å)
C -3.067868 -0.527567 2.025936  -0.75
C -1.996141 -1.423675 1.557034  0.26
C -0.627836 -1.353764 1.840063  -0.24
C 0.165037 -2.563312 1.829360  0.16
C -0.479397 -3.912966 1.803371  -0.66
C 1.541502 -2.493115 1.916019  -0.26
C 2.209911 -1.270443 2.053193  0.15
C 3.707007 -1.250606 2.083892  -0.66
C 1.446101 -0.104192 2.189850  -0.23
C 0.060395 -0.111732 2.113569  0.16
C -0.649945 1.191344 2.285060  -0.67
H -3.999253 -1.094090 2.186471  0.27
H -2.840985 0.010707 2.955857  0.24
H -3.293988 0.215904 1.247052  0.33
H -2.359451 -2.269801 0.977479  0.22
H 0.287680 -4.683813 1.655082  0.24
H -0.985167 -4.135723 2.754683  0.25
H -1.225641 -4.000900 1.008717  0.23
H 2.118999 -3.420643 1.894273  0.23
H 4.084613 -0.231216 2.219793  0.23
H 4.081557 -1.884174 2.899439  0.25
H 4.126992 -1.653915 1.150987  0.25
H 1.954766 0.848411 2.367227  0.22
H 0.089029 1.982440 2.465522  0.24
H -1.227031 1.480341 1.397133  0.26
H -1.314991 1.191034 3.156740  0.24
C 3.045386 2.238867 -3.918801  -0.26
O 1.702538 2.633151 -4.279521  -0.46
C 0.681571 2.160292 -3.525698  0.39
C -0.618485 2.560413 -3.907519  -0.27
C -1.692687 2.121234 -3.171172  0.10
N -1.548369 1.312385 -2.087520  -0.42
B -2.805555 0.839326 -1.249956  -0.21
H -2.391997 0.126404 -0.301245  -0.11
C -0.305920 0.904245 -1.733355  0.11
C 0.832082 1.307673 -2.404369  -0.35
H 3.671592 2.737316 -4.655054  0.22
H 3.302688 2.577956 -2.908333  0.19
H 3.172612 1.151816 -3.984817  0.19
H -0.767390 3.209790 -4.767440  0.26
H -2.719927 2.401302 -3.417217  0.24
H -3.392844 1.826197 -0.835615  -0.03
H -3.533661 0.166149 -1.954642  -0.02
H -0.245359 0.227620 -0.874820  0.22
H 1.807821 0.963309 -2.056707  0.24

Atoms 1-2, force components in eV/Å:
C -0.47 0.27 0.53
C 0.19 0.28 0.59



(5)
DFT (the ωB97M-V functional and the def2-TZVPD basis) results for C17H25BiN6O4STe as an isolated structure.

The total energy comes out at -2172.68478 a.u. Its LUMO energy is -5.683 eV. Its spin multiplicity is 1. Its total charge is +2.

Each line ends with the natural charge from an NBO analysis.
Element x y z (Å)
Bi 1.156518 0.100378 -2.685626  1.42
N 0.413857 -0.307911 -0.455980  -0.83
C -0.255118 0.905635 0.073200  -0.17
C -0.325316 0.925930 1.604503  -0.41
C -1.367053 1.918415 2.161175  -0.41
C -0.788467 3.143002 2.867264  -0.24
N -0.164023 2.841496 4.161903  -0.56
C -0.808422 2.738790 5.318570  0.68
N -0.126369 2.544544 6.448962  -0.76
N -2.137094 2.811671 5.364046  -0.76
C 0.433752 2.163681 -0.503844  0.79
O 0.348230 3.208191 0.096293  -0.61
O 1.029874 2.001587 -1.647644  -0.81
H -0.156888 -1.137818 -0.315374  0.41
H 1.294202 -0.469564 0.034892  0.42
H -1.272047 0.896538 -0.332028  0.23
H 0.670385 1.148625 1.999839  0.21
H -0.574489 -0.083381 1.939209  0.22
H -2.036502 1.386270 2.841625  0.21
H -1.992683 2.291189 1.348502  0.24
H -1.556235 3.904729 3.018972  0.21
H -0.029243 3.602655 2.241415  0.27
H 0.840573 2.786054 4.194005  0.42
H 0.878560 2.568574 6.462133  0.43
H -0.595062 2.466599 7.335243  0.43
H -2.675388 2.981183 4.533137  0.43
H -2.625069 2.828579 6.243490  0.43
Te 3.858728 -0.244386 -2.015182  0.20
C 4.150997 1.811140 -2.141453  -0.56
C 4.400863 2.535593 -3.276133  -0.26
C 4.553578 3.915905 -3.008010  -0.25
C 4.421425 4.208108 -1.682590  -0.39
S 4.097749 2.818558 -0.753265  0.49
H 4.492124 2.094968 -4.259076  0.24
H 4.763385 4.658886 -3.762771  0.25
H 4.503192 5.173497 -1.209150  0.26
O -4.734391 -3.077016 -1.399531  -0.73
C -4.449256 -4.269483 -2.112651  0.08
N -3.082811 -4.189725 -2.547587  -0.61
C -2.066068 -4.662771 -1.783690  0.65
O -2.195761 -5.360591 -0.803626  -0.56
C -0.686056 -4.219264 -2.197302  -0.14
C 0.353361 -5.141053 -2.291213  -0.08
C 1.625634 -4.683426 -2.585372  -0.22
C 1.833786 -3.319608 -2.710685  0.06
N 0.848930 -2.426415 -2.573765  -0.53
C -0.391225 -2.878819 -2.353389  0.03
H -5.620202 -3.141632 -1.026018  0.48
H -5.091951 -4.365703 -2.989075  0.18
H -4.546631 -5.149642 -1.478229  0.20
H -2.871446 -3.632426 -3.358000  0.40
H 0.152021 -6.192444 -2.132599  0.26
H 2.457218 -5.364062 -2.699106  0.26
H 2.820575 -2.931137 -2.930563  0.22
H -1.178251 -2.132691 -2.267850  0.20

Atoms 1-2, force components in eV/Å:
Bi -0.06 -0.08 -0.06
N 0.06 0.05 0.05



> Which value of total charge does entry 3 give?

+3